Entry 1:
Molecular formula: C30H34BrN2O7S
Method: DFT, ωB97M-V/def2-TZVPD

ORCA input file:
```
! RIJCOSX wB97M-V def2-TZVPD def2/J DEFGRID3
* xyz 1 1
C -0.3937 -4.7766 -4.6262
C -1.6340 -3.8717 -4.5538
C -2.7005 -4.3622 -3.5477
C -2.7882 -3.5466 -2.2507
C -1.7402 -3.9704 -1.1943
C -0.8829 -2.8240 -0.6703
C -0.0703 -2.1469 -1.7688
C 0.9405 -1.1397 -1.2570
N 0.3374 -0.1624 -0.2770
C 0.1292 1.2266 -0.8187
C -0.2544 1.1894 -2.2722
N -1.6232 0.5986 -2.3684
C -2.1532 0.7828 -3.4498
S -2.8540 1.1010 -4.7955
O 0.6381 0.4550 -3.0815
C 1.5771 -0.3077 -2.3765
Br 2.4585 -1.4540 -3.6577
H 0.0590 -4.6988 -5.6123
H 0.3440 -4.4982 -3.8767
H -0.6715 -5.8187 -4.4950
H -2.0968 -3.8880 -5.5383
H -1.3585 -2.8407 -4.3427
H -3.6730 -4.3279 -4.0365
H -2.5266 -5.4082 -3.3003
H -2.6869 -2.4824 -2.4666
H -3.7899 -3.6840 -1.8484
H -1.1018 -4.7622 -1.5850
H -2.2796 -4.3989 -0.3507
H -0.2469 -3.1312 0.1625
H -1.5789 -2.0834 -0.2482
H 0.5090 -2.9188 -2.2715
H -0.7090 -1.7229 -2.5332
H 1.7640 -1.6575 -0.7714
H 0.9826 -0.0910 0.5118
H -0.5445 -0.4947 0.1187
H 1.0092 1.8350 -0.6349
H -0.6792 1.6933 -0.2645
H -0.2947 2.2191 -2.6236
H 2.3748 0.3187 -1.9769
C 2.8732 -4.0920 2.5096
C 3.1643 -5.3366 2.8780
C 2.2625 -6.1028 3.7782
O 2.5262 -7.2331 4.1142
C 1.0263 -5.4251 4.2480
C 0.7389 -4.1800 3.8771
C 1.6388 -3.4216 2.9793
O 1.3699 -2.2826 2.6384
H 3.5170 -3.5152 1.8573
H 4.0597 -5.8473 2.5476
H 0.3838 -5.9998 4.9025
H -0.1548 -3.6668 4.2085
C -1.3518 5.5793 0.9418
C -1.4588 6.8882 0.7219
C -1.9601 7.4175 -0.5721
O -2.0537 8.6056 -0.7741
C -2.3431 6.4287 -1.6147
C -2.2389 5.1212 -1.3935
C -1.7363 4.6020 -0.1008
O -1.6508 3.4012 0.0989
H -0.9869 5.1746 1.8782
H -1.1875 7.6256 1.4667
H -2.7091 6.8339 -2.5494
H -2.5181 4.3830 -2.1363
C 2.4690 4.0369 3.5942
C 3.5353 4.5534 4.1983
C 3.3999 5.6519 5.1908
O 4.3695 6.1224 5.7381
C 2.0299 6.1469 5.4812
C 0.9657 5.6273 4.8744
C 1.1034 4.5333 3.8850
O 0.1278 4.0595 3.3320
H 2.5447 3.2366 2.8691
H 4.5417 4.2065 4.0020
H 1.9530 6.9456 6.2076
H -0.0413 5.9723 5.0719
*
```

Output
**HOMO energy**: -12.4 eV
**Frontier orbital gap**: 8.54 eV

Entry 2:
Molecular formula: C4H28N2O11
Method: DFT, ωB97M-V/def2-TZVPD

ORCA input file:
```
! RIJCOSX wB97M-V def2-TZVPD def2/J DEFGRID3
* xyz 0 1
O -2.2852 2.1309 -2.1838
C -1.3281 1.8973 -1.4694
N -0.3361 2.8832 -1.4038
C 0.8759 2.7566 -0.5589
C -1.1454 0.6495 -0.7225
N -1.4909 -0.4996 -1.5267
C -2.5531 -1.3405 -0.9784
O -2.2670 -1.8860 0.2851
H -0.3755 3.6660 -2.0343
H 1.8314 2.8837 -1.0996
H 0.9515 3.5262 0.2274
H 0.8378 1.7298 -0.1354
H -1.7748 0.7379 0.2010
H -0.1976 0.5137 -0.2541
H -0.7137 -1.2108 -1.6122
H -3.5178 -0.7993 -1.1325
H -2.7516 -2.3017 -1.5060
H -2.4451 -1.1729 0.9240
H 0.3097 -3.2297 -2.1435
H 1.1460 -2.3355 -3.0880
O 1.1488 -3.1779 -2.6188
H -3.9880 2.4157 0.6677
H -3.2058 1.5096 -0.2738
O -3.8885 1.4798 0.4272
H 1.2391 1.2273 1.5223
H 1.9354 1.7536 2.7193
O 1.2686 2.0116 2.0718
H 0.6360 1.1218 4.0635
H 0.1181 -0.3937 3.9572
O 0.8531 0.1937 4.1486
H 1.6214 -3.5678 -0.4196
H 2.9412 -3.6113 -1.3276
O 2.5578 -3.7501 -0.4588
H 2.2694 -0.9329 0.9506
H 2.2897 -0.7743 -0.5291
O 1.7919 -0.4588 0.2467
H 0.9067 1.5665 -3.0062
H 2.4335 1.7944 -2.7155
O 1.8013 1.3908 -3.3109
H -3.1013 -0.4125 3.3921
H -1.8246 0.4275 2.9524
O -2.4384 -0.2695 2.7134
H 3.3780 -2.8603 0.9315
H 2.9530 -2.9018 2.3392
O 3.5332 -2.3800 1.7685
*
```

Output
**HOMO energy**: -9.5 eV
**SMILES string**: CNC(=O)CNCO.O.O.O.O.O.O.O.O.O
**Frontier orbital gap**: 9.53 eV

Entry 3:
Molecular formula: C8H8N2O4
Method: DFT, ωB97M-V/def2-TZVPD

ORCA input file:
```
! RIJCOSX wB97M-V def2-TZVPD def2/J DEFGRID3
* xyz 0 1
C 3.0064 -0.5181 0.4141
C 1.7956 0.2679 -0.1060
C 0.9709 -0.5576 -1.0673
N -0.3273 0.0877 -1.3031
C -1.3105 -0.2397 -0.3719
C -2.1402 0.6458 0.1436
N -2.1357 2.0254 -0.1896
C -1.3547 2.6690 0.4928
O -0.6630 3.3456 1.1309
C -3.0647 -0.0582 1.1000
O -3.9954 0.3718 1.6716
O -2.6148 -1.3311 1.1641
C -1.6316 -1.5733 0.2229
O -1.2133 -2.6476 0.0116
H 3.2242 -1.3275 -0.2677
H 3.8659 0.1210 0.5171
H 2.7860 -0.9400 1.3791
H 2.1704 1.1518 -0.5907
H 1.1694 0.5732 0.7218
H 1.4914 -0.5594 -2.0124
H 0.8863 -1.5802 -0.7276
H -0.6457 -0.0294 -2.2520
*
```

Output
**HOMO energy**: -9.8 eV
**SMILES string**: CCCNC1=C(N=C=O)C(=O)OC1=O
**Frontier orbital gap**: 9.04 eV

Entry 4:
Molecular formula: C32H66BeMgN3O7Si2
Method: DFT, ωB97M-V/def2-TZVPD

ORCA input file:
```
! RIJCOSX wB97M-V def2-TZVPD def2/J DEFGRID3
* xyz 1 1
C 2.8393 -1.2950 4.4713
C 3.2596 -0.8263 3.4473
C 3.9268 -0.5444 2.1458
C 3.8665 -1.7569 1.1932
C 4.2609 -3.1054 1.8962
N 5.4655 -2.9857 2.6395
C 6.5627 -3.6562 2.0127
C 7.2850 -2.6118 1.0787
C 7.8690 -3.1810 -0.2315
C 6.7900 -3.4712 -1.2835
N 5.6491 -4.2835 -0.7820
C 4.4355 -3.9015 -1.4866
C 5.8609 -5.6788 -0.8982
C 7.1026 -6.3726 -0.3641
O 4.9942 -6.3602 -1.4042
H 2.5434 -1.6331 5.4406
H 3.4238 0.3312 1.7182
H 4.9683 -0.2813 2.3543
H 4.5574 -1.5507 0.3676
H 2.8651 -1.8342 0.7414
H 4.2923 -3.8730 1.1111
H 3.4520 -3.3314 2.6159
H 7.2671 -3.9283 2.8133
H 6.2805 -4.5866 1.5112
H 8.1148 -2.2047 1.6664
H 6.6204 -1.7756 0.8454
H 8.5375 -4.0254 -0.0364
H 8.5203 -2.3990 -0.6482
H 6.4224 -2.5305 -1.7063
H 7.2468 -4.0052 -2.1343
H 4.4586 -4.1419 -2.5600
H 3.5815 -4.3843 -0.9765
H 4.2840 -2.8094 -1.4287
H 7.1026 -7.3676 -0.8186
H 7.0431 -6.5438 0.7165
H 8.0467 -5.9021 -0.6439
O -2.1437 -1.0590 0.4084
Si -3.4537 -1.6898 -0.4045
C -4.6848 -2.4015 0.8127
C -2.8974 -3.0507 -1.5641
C -4.3219 -0.3839 -1.4134
Si -0.9813 -1.5925 1.4522
C 0.2075 -0.2292 1.9204
C 0.0205 -2.9801 0.6615
C -1.7777 -2.2443 3.0111
H -4.2637 -3.2573 1.3438
H -5.5831 -2.7360 0.2908
H -4.9770 -1.6523 1.5525
H -2.1200 -2.6875 -2.2420
H -3.7355 -3.4062 -2.1649
H -2.4947 -3.9006 -1.0073
H -3.6535 0.0493 -2.1600
H -4.6918 0.4212 -0.7768
H -5.1742 -0.8214 -1.9365
H 0.7317 0.1707 1.0484
H 0.9540 -0.6125 2.6214
H -0.3257 0.5923 2.4036
H -0.5943 -3.8625 0.4703
H 0.8455 -3.2758 1.3149
H 0.4379 -2.6350 -0.3005
H -2.3856 -3.1271 2.8034
H -2.4229 -1.4840 3.4557
H -1.0178 -2.5222 3.7443
Mg 1.6825 -3.1789 -1.7473
C 3.7097 1.4738 -3.2350
C 3.4512 0.0600 -3.7934
O 3.6432 -0.8613 -2.8143
H 4.7347 1.5760 -2.8758
H 3.5574 2.2236 -4.0196
H 3.0278 1.7099 -2.4152
H 4.0952 -0.0362 -4.6895
H 2.4377 0.1050 -4.2404
C -3.1297 2.4799 0.5165
C -4.1874 3.4239 1.1301
C -3.6806 3.9564 2.4880
C -2.5256 4.9707 2.4283
C -2.5091 5.7872 1.1357
C -3.8639 5.8860 0.4129
N -4.3675 4.5148 0.1483
O -5.4285 4.4833 -0.4721
C -3.5911 6.5767 -0.9298
C -4.8351 6.7474 1.2216
C -5.4372 2.5959 1.4083
H -3.4653 2.0685 -0.4362
H -2.9153 1.6407 1.1793
H -2.1886 2.9966 0.3295
H -4.5153 4.4215 3.0163
H -3.3813 3.1122 3.1112
H -2.5957 5.6348 3.2906
H -1.5356 4.4340 2.5445
H -2.1267 6.7859 1.3407
H -1.7748 5.3326 0.4492
H -2.9492 5.9622 -1.5637
H -3.0856 7.5267 -0.7664
H -4.5124 6.7813 -1.4751
H -4.4036 7.7370 1.3631
H -5.0501 6.3381 2.2085
H -5.7844 6.8742 0.6997
H -5.1918 1.7950 2.1040
H -5.8334 2.1296 0.5071
H -6.2265 3.2010 1.8583
C -6.7307 2.9890 -3.9048
C -5.3415 3.2900 -3.3939
O -4.6435 2.0706 -3.6523
C -5.2944 1.4251 -4.6581
O -4.8776 0.4672 -5.2173
O -6.4802 2.0259 -4.9296
H -7.2328 3.8643 -4.3098
H -7.3681 2.5351 -3.1427
H -4.8577 4.0981 -3.9481
H -5.3239 3.5269 -2.3326
Be -0.3907 3.6272 1.3423
*
```

Output
**HOMO energy**: -7.5 eV
**Frontier orbital gap**: 1.27 eV

Entry 5:
Molecular formula: C2H10O2S2
Method: DFT, ωB97M-V/def2-TZVPD

ORCA input file:
```
! RIJCOSX wB97M-V def2-TZVPD def2/J DEFGRID3
* xyz 0 1
C -0.2181 -0.1724 -1.5722
S -0.8800 -0.8464 0.0381
S 0.6186 -0.1713 1.2137
C 1.6923 -1.6660 1.2272
H 0.8280 -0.5305 -1.7515
H -0.3022 0.8787 -1.7701
H -0.8668 -0.7118 -2.2857
H 1.8796 -2.1761 2.1335
H 2.6133 -1.4907 0.7116
H 1.0840 -2.4981 0.6879
H 1.3088 1.9283 -0.1675
H 0.5669 3.0866 -0.3104
O 1.2167 2.5801 -0.8053
H -2.4520 0.6859 1.0298
H -3.7164 0.1194 0.6383
O -3.3726 0.9844 0.9825
*
```

Output
**HOMO energy**: -9.5 eV
**SMILES string**: CSSC.O.O
**Frontier orbital gap**: 9.89 eV

Entry 6:
Molecular formula: C4H2F2O
Method: DFT, ωB97M-V/def2-TZVPD

ORCA input file:
```
! RIJCOSX wB97M-V def2-TZVPD def2/J DEFGRID3
* xyz 0 1
C 0.6588 -1.4491 1.4206
C -0.0129 -0.6334 2.0103
C -1.1125 0.6969 -1.5599
C 0.1747 0.7465 -1.2841
O -2.2579 0.6648 -1.4915
F 1.0314 0.3087 -2.1400
F 0.8150 1.5806 -0.3393
H 1.2341 -2.0708 0.9010
H -0.5308 0.1558 2.4828
*
```

Output
**HOMO energy**: -9.2 eV
**SMILES string**: O=C=C(F)F.C#C
**Frontier orbital gap**: 8.66 eV

Entry 7:
Molecular formula: C34H60N7PSiTc
Method: DFT, ωB97M-V/def2-TZVPD

ORCA input file:
```
! RIJCOSX wB97M-V def2-TZVPD def2/J DEFGRID3
* xyz 2 4
Tc 0.0898 -0.0055 0.0594
N -0.2144 -2.8642 -1.3688
C -1.1096 -1.9397 -1.8511
C -2.1571 -2.4241 -2.6490
C -3.0719 -1.5489 -3.1868
C -2.9115 -0.1861 -2.9279
C -1.8628 0.2210 -2.1397
N -0.9774 -0.6278 -1.5728
C 1.0648 -2.7015 -0.8685
C 1.9091 -3.8133 -0.8974
C 3.2021 -3.7127 -0.4288
C 3.6182 -2.4825 0.0704
C 2.7274 -1.4357 0.0698
N 1.4556 -1.5100 -0.3759
H -0.4299 -3.8163 -1.6418
H -2.2329 -3.4842 -2.8407
H -3.8790 -1.9090 -3.8047
H -3.5944 0.5410 -3.3342
H -1.7035 1.2681 -1.9224
H 1.5460 -4.7423 -1.3029
H 3.8717 -4.5555 -0.4644
H 4.6201 -2.3372 0.4391
H 3.0311 -0.4649 0.4223
C 0.4211 3.4926 -0.1046
Si 1.6507 2.0069 -0.0455
C 2.7426 2.3179 1.5984
C 3.5127 3.6314 1.4125
C 3.7605 1.2329 1.9578
C 1.7977 2.4727 2.7955
C 2.5787 2.0213 -1.8014
C 3.1819 3.4108 -2.0029
C 3.7149 1.0094 -1.9144
C 1.5552 1.7407 -2.9039
H 0.6784 4.2414 0.6353
H -0.5884 3.1652 0.1102
H 0.4239 3.9756 -1.0749
H 4.3612 3.4945 0.7486
H 3.9053 3.9648 2.3721
H 2.8837 4.4241 1.0192
H 4.4067 0.9745 1.1235
H 3.2669 0.3394 2.3357
H 4.4120 1.6011 2.7487
H 1.1627 3.3460 2.6884
H 2.3785 2.6014 3.7095
H 1.1526 1.5996 2.9085
H 4.0251 3.5698 -1.3401
H 2.4668 4.2102 -1.8454
H 3.5529 3.4940 -3.0223
H 4.4725 1.1792 -1.1538
H 4.2006 1.1255 -2.8829
H 3.3598 -0.0161 -1.8458
H 0.7266 2.4406 -2.8666
H 1.1562 0.7289 -2.8224
H 2.0293 1.8399 -3.8787
N -1.2775 0.9334 0.9131
P -2.2754 1.3508 2.0695
N -1.7511 0.6079 3.4954
C -2.4158 0.7557 4.7829
C -1.4115 0.5502 5.9230
C -0.5537 -0.7088 5.7094
C -1.0863 -1.5404 4.5491
C -1.1470 -0.7078 3.2740
N -2.3909 2.9762 2.3609
C -1.6378 3.6993 3.3660
C -2.5826 4.6991 4.0280
C -3.0542 5.7393 2.9950
C -2.7540 5.2843 1.5629
C -3.0886 3.8082 1.3760
N -3.8452 0.9067 1.6754
C -4.0787 -0.3172 0.9232
C -5.5169 -0.3146 0.4210
C -6.4820 -0.4318 1.6080
C -5.8938 0.2287 2.8607
C -4.9783 1.3796 2.4668
H -3.2372 0.0360 4.8895
H -2.8441 1.7567 4.8416
H -1.9757 0.4732 6.8509
H -0.7630 1.4229 6.0052
H -0.5438 -1.3250 6.6080
H 0.4769 -0.4230 5.4956
H -2.0777 -1.9262 4.7885
H -0.4355 -2.3985 4.3744
H -1.6981 -1.2613 2.4989
H -0.1253 -0.5380 2.8867
H -0.7989 4.2435 2.9172
H -1.2307 2.9819 4.0775
H -2.0719 5.1904 4.8541
H -3.4415 4.1579 4.4307
H -2.5461 6.6870 3.1699
H -4.1241 5.9135 3.1118
H -1.7039 5.4633 1.3324
H -3.3383 5.8737 0.8555
H -2.8198 3.4783 0.3658
H -4.1692 3.6820 1.4955
H -3.9193 -1.2065 1.5494
H -3.3579 -0.3428 0.0985
H -5.6800 -1.1392 -0.2725
H -5.6847 0.6171 -0.1210
H -6.6802 -1.4812 1.8240
H -7.4283 0.0374 1.3417
H -5.3264 -0.4951 3.4487
H -6.6959 0.6034 3.4945
H -4.6045 1.8940 3.3542
H -5.5628 2.0999 1.8818
*
```

Output
**HOMO energy (alpha / beta)**: -13.2 / -13.3 eV
**Frontier orbital gap (alpha / beta)**: 6.62 / 6.49 eV

Entry 8:
Molecular formula: C6H9NS
Method: DFT, ωB97M-V/def2-TZVPD

ORCA input file:
```
! RIJCOSX wB97M-V def2-TZVPD def2/J DEFGRID3
* xyz 0 1
C 1.4571 1.7021 0.3437
C 0.1927 2.0614 0.1515
C 1.6019 0.2720 -0.0597
C -0.3438 -1.4742 0.2077
C -1.8869 -1.3085 -0.0241
C 0.2069 -0.1899 -0.5875
N -0.5614 0.9842 -0.3532
S -2.1122 0.4840 0.2860
H 2.2169 2.3657 0.6834
H -0.3118 2.9653 0.2893
H 2.3621 0.1951 -0.8897
H 1.9248 -0.5192 0.7730
H -0.3501 -1.3423 1.3542
H 0.1275 -2.2598 -0.3329
H -2.2458 -1.5807 -0.9740
H -2.5172 -1.8382 0.7739
H 0.2394 -0.5169 -1.6417
*
```

Output
**HOMO energy**: -7.2 eV
**SMILES string**: C1=CN2SCC[C@@H]2C1
**Frontier orbital gap**: 8.21 eV

How do the records compare in total energy? In the order shown, they have -129841.629; -30104.085; -19595.311; -74641.920; -28001.076; -11657.574; -66015.850; -18691.099 eV.